Entry from the OMol25 dataset: a cluster of 7 separate species, C14H42O14 in total at a distorted geometry (the ωB97M-V functional and the def2-TZVPD basis).

Positions of all 70 atoms, in Å:
O 0.69 -3.85 -1.73
O -2.79 -2.04 0.87
O 2.82 1.81 0.31
O -1.58 -2.43 -1.80
O 2.97 4.32 -0.78
O 1.36 0.13 2.88
O -0.25 -0.80 -3.86
O -1.90 6.17 3.00
O 2.02 0.28 -3.02
O 1.52 -6.48 -0.56
O -1.10 3.71 2.07
O 0.14 -0.53 0.17
O -5.01 -0.37 0.01
O 4.82 0.13 -3.69
C 0.70 -5.43 0.02
C 3.19 2.90 1.08
C -1.66 -0.81 -3.69
C 2.43 4.12 0.49
C -0.51 0.25 1.26
C -4.82 -0.86 1.34
C -0.45 4.27 3.20
C -1.41 5.08 3.92
C 4.24 -0.06 -2.42
C 1.15 -4.11 -0.41
C 2.80 -0.74 -2.44
C -4.17 -2.23 1.22
C -2.13 -2.20 -3.06
C -0.02 -0.13 2.66
H 1.03 -7.00 -1.20
H -0.35 1.31 1.11
H 2.21 -4.03 -0.14
H 1.35 4.02 0.40
H -2.21 6.94 3.49
H 2.93 2.76 2.13
H -0.37 -5.61 -0.15
H -5.77 -0.86 1.86
H 0.03 -1.31 -4.62
H -4.74 -2.71 0.43
H 4.25 3.14 1.14
H -2.73 -2.00 -0.09
H -3.21 -2.23 -2.88
H 1.92 -0.13 2.15
H -2.25 4.44 4.20
H 1.13 -4.44 -2.34
H 0.51 4.72 2.94
H -2.27 -0.55 -4.56
H -0.29 -1.18 2.62
H 2.78 -1.57 -3.15
H 4.32 0.86 -1.85
H -4.10 -2.76 2.17
H -1.06 5.69 4.75
H 4.90 -0.79 -1.94
H 1.86 1.74 0.28
H -5.34 0.52 0.11
H -0.56 -1.07 -0.20
H 4.58 1.01 -4.00
H -0.10 3.34 3.66
H -1.86 -0.02 -2.97
H -4.11 -0.32 1.97
H -1.86 -3.00 -3.74
H -0.71 0.33 3.38
H 0.88 -5.54 1.09
H 2.46 -0.91 -1.42
H -1.65 4.46 1.82
H 3.13 3.42 -1.08
H 2.63 5.05 1.02
H -1.57 0.25 1.49
H 1.14 -0.02 -3.25
H 0.68 -3.41 0.29
H -0.66 -2.65 -1.98

Its total charge is 0. Its largest force on an atom is 3.55 eV/A. As for the HOMO energy: -9.36 eV. The calculation puts the HOMO-LUMO gap at 9.7113 eV. For the energy, the calculation gives -43858.81680 eV. As for the energy above the lowest of the compared OMol25 structures with the same formula, charge and spin: 219.9 kJ/mol.

Atom charges from the Mulliken analysis, given in e for atoms 1 to 6: O -0.50; O -0.39; O -0.33; O -0.35; O -0.61; O -0.60


Entry from the OMol25 dataset: a structure of composition C14H42O18PY at a distorted geometry (the ωB97M-V functional and the def2-TZVPD basis).

Positions of all 76 atoms, in Å:
Y 0.99 -2.43 0.02
P 0.36 0.09 -0.28
O -0.29 -3.72 -1.77
O 0.19 4.13 0.26
O 1.42 0.30 3.26
O 1.40 -2.89 2.44
O 3.80 1.08 0.55
O 0.82 -1.11 -3.54
O 2.46 2.85 -1.39
O 0.20 -0.68 1.09
O -1.06 3.52 -2.41
O 0.01 1.50 -0.40
O -1.26 -2.99 0.87
O -2.16 -1.23 -3.10
O -2.94 -0.89 0.15
O -1.27 -0.93 3.23
O -2.74 1.96 0.27
O 1.82 -0.42 -0.48
O -0.36 -1.03 -1.13
O 3.31 -2.29 0.68
C -0.84 4.87 -0.38
C 3.70 -2.39 2.06
C 0.38 0.61 4.16
C 3.32 3.32 -0.38
C -0.58 -0.55 4.35
C -0.71 4.82 -1.90
C -3.47 1.31 -0.76
C -1.72 -3.77 -1.37
C -1.81 -4.06 0.10
C -3.98 -0.02 -0.29
C -1.43 -0.48 -4.09
C 3.35 2.42 0.85
C 2.73 -3.31 2.74
C -0.22 -1.22 -4.52
H -0.41 -3.62 -2.72
H 0.39 -0.98 -2.66
H -1.15 0.48 -3.64
H 2.95 -3.37 3.80
H -0.01 3.18 0.24
H -0.74 -0.86 2.37
H -2.78 -4.37 0.47
H 3.12 0.60 0.05
H 0.31 5.12 -2.18
H -1.16 -4.94 0.26
H -1.82 4.48 -0.09
H 3.68 -1.36 2.45
H -0.18 1.48 3.78
H -2.85 1.16 -1.66
H -0.48 2.86 -2.01
H 2.86 4.25 0.04
H -4.46 -0.48 -1.17
H -1.98 -2.34 1.04
H -2.29 -2.86 -1.56
H 2.89 -4.28 2.25
H 0.83 -3.13 3.18
H 0.85 0.87 5.11
H -4.79 0.14 0.43
H -1.33 -0.22 5.08
H -4.21 2.03 -1.11
H -2.09 -0.20 -4.92
H 2.31 2.38 1.20
H 4.73 -2.74 2.20
H 3.75 -1.52 0.27
H -0.88 5.89 0.02
H 1.05 0.17 2.37
H -1.41 5.48 -2.42
H -0.03 -1.38 4.81
H -2.12 -0.40 0.32
H -1.68 -1.13 -2.25
H 4.30 3.60 -0.76
H -1.80 1.87 0.06
H 0.18 -0.90 -5.49
H 4.05 2.79 1.59
H -0.49 -2.29 -4.66
H 1.60 2.68 -0.98
H -2.12 -4.53 -2.04

Its total charge is 0. Its largest force on an atom is 3.24 eV/A. As for the HOMO energy: -8.75 eV. The calculation puts the HOMO-LUMO gap at 7.7881 eV. For the energy, the calculation gives -62390.99749 eV.

Atom charges from the Mulliken analysis, given in e for atoms 1 to 6: Y 0.48; P -1.18; O -0.65; O -0.50; O -0.61; O -0.42


Entry from the OMol25 dataset: a cluster of 7 separate species, C14H42O7 in total at a distorted geometry (the ωB97M-V functional and the def2-TZVPD basis).

Positions of all 63 atoms, in Å:
O -5.58 0.34 -4.97
O 0.14 -0.06 1.44
O -0.57 -3.91 -6.82
O 10.11 -0.28 0.23
O 1.35 8.43 3.29
O -3.66 2.50 3.02
O -0.14 -3.92 4.42
C 0.62 -3.20 -6.41
C 1.34 -4.10 -5.46
C -1.15 -4.55 3.67
C -2.48 -3.97 4.07
C -6.44 -1.89 -5.00
C 8.81 -0.87 0.39
C 1.57 6.40 2.05
C 0.15 -1.15 -0.76
C 7.64 0.03 -0.10
C 0.41 0.11 0.12
C 0.81 7.23 3.08
C -2.92 2.23 5.34
C -3.27 3.19 4.18
C -5.20 -1.04 -4.75
H 0.18 -0.94 -1.83
H 0.70 -4.29 -4.60
H 1.25 8.93 2.47
H -5.14 0.60 -5.77
H -4.97 -1.34 -3.73
H -2.35 3.75 4.06
H 0.96 -1.84 -0.53
H -0.88 -1.41 -0.52
H -2.10 1.54 5.12
H -0.77 -3.55 -7.68
H 1.14 -2.87 -7.32
H -3.77 1.64 5.66
H -0.78 0.12 1.62
H -7.20 -1.45 -4.35
H 1.04 5.50 1.76
H 1.68 -5.00 -5.97
H -6.26 -2.95 -4.82
H -3.22 -4.67 3.68
H -0.17 7.25 2.61
H -6.93 -1.84 -5.98
H 7.84 1.05 0.23
H 0.21 -3.11 4.04
H -2.52 -4.01 5.16
H 8.83 -1.80 -0.19
H 7.64 -0.07 -1.18
H 2.52 5.94 2.32
H -4.46 -1.42 -5.46
H 2.27 -3.71 -5.05
H 1.46 0.37 -0.07
H 8.64 -1.13 1.43
H -0.23 0.96 -0.10
H 6.75 -0.42 0.33
H -1.14 -5.62 3.89
H 10.23 0.40 0.90
H -0.98 -4.24 2.64
H 0.68 6.71 4.03
H -4.18 3.74 4.41
H 1.71 7.00 1.15
H -2.76 2.87 6.21
H 0.26 -2.37 -5.81
H -4.23 3.12 2.56
H -2.50 -2.96 3.65

Its total charge is 0. Its largest force on an atom is 3.78 eV/A. As for the HOMO energy: -9.96 eV. The calculation puts the HOMO-LUMO gap at 10.3118 eV. For the energy, the calculation gives -29527.34725 eV. As for the energy above the lowest of the compared OMol25 structures with the same formula, charge and spin: 398.2 kJ/mol.

Atom charges from the Mulliken analysis, given in e for atoms 1 to 6: O -0.51; O -0.51; O -0.52; O -0.52; O -0.50; O -0.52